1.
Molecular formula: C25H57AuN11O
Method: DFT, ωB97M-V with the def2-TZVPD basis set

## Properties
- 2S+1 = 1
- energy (eV) = -48954.444
- energy relative to the best compared isomer or geometry (same formula, charge and spin) (kcal/mol) = 34.05
- Kohn-Sham gap (eV) = 6.374
- charge = +3
- max |F| (eV/A) = 0.6

```
95
Properties=species:S:1:pos:R:3:forces:R:3
Au -0.32661 0.35015 -0.32509 0.3 0.0 0.4
C -4.45285 1.22908 2.11770 0.0 -0.1 0.0
N -3.26073 2.00877 2.41429 0.3 -0.1 0.0
C -3.49042 3.18064 3.26211 0.0 0.0 0.0
C -2.00384 1.69320 1.99596 -0.1 0.2 0.2
N -1.77510 1.36650 0.71744 0.0 -0.2 -0.3
C -2.70443 1.77436 -0.34439 0.1 -0.1 -0.3
C -3.29691 0.52894 -1.01169 0.1 0.0 0.1
N -2.20915 -0.44674 -1.31101 -0.2 0.1 -0.1
C -2.47209 -1.78243 -0.76080 0.1 0.1 0.0
C -2.16439 -1.81398 0.74235 -0.1 0.1 -0.1
N -0.75340 -1.52961 0.98294 -0.4 0.1 -0.4
C -0.03414 -2.42472 1.62073 -0.1 -0.3 0.2
N -0.58824 -3.35879 2.43778 0.2 0.4 0.0
C -1.72807 -3.02105 3.30374 -0.1 0.0 0.0
C 0.24914 -4.41919 3.01294 0.1 -0.1 0.0
N 1.35396 -2.47120 1.50391 0.1 0.0 0.0
C 2.12706 -1.26205 1.65071 0.0 0.1 0.1
C 1.94898 -3.51033 0.67383 0.0 -0.1 0.0
C -1.72137 -0.39031 -2.70956 0.0 0.0 0.1
C -0.39799 -1.11970 -2.84984 -0.1 0.0 0.0
N 0.63412 -0.66916 -1.87286 -0.3 0.0 0.0
C 1.87401 -1.13879 -2.11144 0.2 -0.2 0.2
N 2.07015 -2.17734 -2.97324 -0.1 0.3 0.0
C 3.06855 -2.07928 -4.04080 0.1 0.0 0.0
C 1.34468 -3.43872 -2.96104 0.0 -0.1 0.1
N 2.98237 -0.60911 -1.56316 0.1 0.0 -0.1
C 3.12315 0.78649 -1.17654 -0.1 0.1 0.1
C 4.23724 -1.36830 -1.47830 -0.1 0.0 0.0
N -1.01757 1.78668 2.88928 -0.1 -0.1 0.1
C 0.36044 2.07211 2.53358 0.0 0.1 0.0
C -1.25287 1.57422 4.31966 0.0 0.0 0.0
H -5.04390 1.15472 3.03152 0.0 0.0 0.0
H -4.18447 0.21667 1.82535 0.0 0.1 0.0
H -5.08182 1.68625 1.34996 0.0 0.0 0.0
H -4.28235 3.78173 2.81331 0.0 0.0 0.0
H -2.58911 3.78527 3.31705 0.0 0.0 0.0
H -3.79923 2.89335 4.26881 0.0 0.0 0.0
H -2.13072 2.32936 -1.09460 0.0 0.0 0.1
H -3.45764 2.46684 0.02873 -0.1 -0.1 0.0
H -3.83177 0.77941 -1.92979 0.0 0.0 0.0
H -4.00410 0.04075 -0.34540 0.0 0.0 0.0
H -1.83384 -2.51147 -1.25494 0.0 0.0 0.0
H -3.51038 -2.06860 -0.94681 0.0 0.0 0.1
H -2.45088 -2.80434 1.08990 0.1 0.0 -0.1
H -2.79274 -1.08909 1.26024 -0.1 0.0 0.0
H -2.10655 -2.02718 3.08565 0.0 0.0 0.1
H -1.37790 -3.02835 4.33719 0.0 0.0 0.0
H -2.53294 -3.74939 3.20349 0.0 0.0 0.0
H 1.11135 -4.00550 3.53606 0.0 0.0 0.0
H 0.58112 -5.12155 2.25248 0.0 0.0 0.0
H -0.35956 -4.97437 3.72068 0.0 0.0 0.0
H 1.94660 -0.81164 2.62671 -0.1 0.1 0.0
H 1.96016 -0.51249 0.86568 0.0 0.0 0.0
H 3.18007 -1.54041 1.62548 0.0 0.0 0.0
H 1.21620 -4.27509 0.42178 0.0 0.0 0.0
H 2.77591 -3.99306 1.19787 0.0 0.0 0.0
H 2.32669 -3.09026 -0.26238 0.0 0.0 0.0
H -1.61960 0.66360 -2.96662 -0.1 -0.1 0.0
H -2.45554 -0.82809 -3.39435 0.0 -0.1 0.0
H -0.02142 -0.98681 -3.86626 0.0 0.0 0.0
H -0.59539 -2.18138 -2.73187 0.0 0.0 -0.1
H 3.53898 -1.10026 -4.03511 0.0 0.0 0.0
H 2.56929 -2.21428 -5.00214 0.0 0.0 0.0
H 3.83547 -2.84852 -3.93806 0.0 0.0 0.0
H 0.76593 -3.54058 -2.04631 0.0 0.0 0.0
H 2.07856 -4.24691 -2.98301 0.0 0.0 0.0
H 0.69473 -3.55424 -3.83150 0.0 0.0 0.0
H 3.17734 1.43057 -2.05844 0.0 0.0 0.0
H 4.05595 0.89228 -0.62947 0.0 0.0 0.0
H 2.31938 1.11304 -0.52554 0.1 0.0 -0.1
H 4.05620 -2.42876 -1.61648 0.0 0.0 0.0
H 4.66098 -1.20853 -0.48770 0.0 0.0 0.0
H 4.95972 -1.02829 -2.22082 0.0 0.0 0.0
H 0.39706 2.58697 1.58046 0.0 0.0 0.0
H 0.94822 1.15779 2.49034 0.1 -0.1 0.0
H 0.78460 2.71978 3.30042 0.0 0.0 0.0
H -2.18426 1.03747 4.47568 0.0 0.0 0.0
H -1.28224 2.51830 4.86401 0.0 0.0 0.0
H -0.42982 0.97672 4.71075 0.0 0.0 0.0
C 1.86557 4.96082 -2.65041 0.0 0.0 0.0
N 1.60669 4.05126 -1.52020 0.0 0.0 0.0
C 2.18311 4.48099 -0.24449 0.0 0.0 0.1
C 0.83193 2.99353 -1.61142 -0.2 0.0 0.0
C 0.22778 2.59829 -2.92244 0.0 0.0 -0.1
O 0.57149 2.31205 -0.55978 0.0 -0.1 -0.1
H 2.65841 5.63928 -2.35067 0.0 0.0 0.0
H 0.97908 5.54738 -2.88809 0.0 0.0 0.0
H 2.20266 4.41374 -3.52642 0.0 0.0 0.0
H 3.25166 4.63881 -0.37854 0.0 0.0 0.0
H 2.01619 3.72987 0.51681 0.0 0.0 0.0
H 1.72508 5.42218 0.05950 0.0 0.0 0.0
H 0.44188 3.27885 -3.73736 0.0 0.0 0.0
H -0.85517 2.54838 -2.80423 0.1 0.1 0.0
H 0.58765 1.60280 -3.18346 0.0 0.0 0.0
```
Positions in Å, forces in eV/Å.

***

2.
Molecular formula: C25H57Br3
Method: DFT, ωB97M-V with the def2-TZVPD basis set

## Properties
- 2S+1 = 1
- energy (eV) = -236976.415
- energy relative to the best compared isomer or geometry (same formula, charge and spin) (kcal/mol) = 14.01
- Kohn-Sham gap (eV) = 9.895
- charge = 0
- max |F| (eV/A) = 2.1
- structure (SMILES) = BrC(Br)Br.CCCCCC.CCCCCC.CCCCCC.CCCCCC

```
85
Properties=species:S:1:pos:R:3:forces:R:3
C 13.85930 13.40594 9.23769 0.4 -0.2 -0.9
Br 13.81632 12.04540 7.76780 0.3 0.8 0.8
Br 12.95296 15.05496 8.60784 0.8 -1.1 0.5
Br 15.72180 13.74446 9.87192 -1.4 0.0 -0.5
H 13.30798 12.89336 10.02598 0.1 0.6 0.0
C 21.45020 18.07866 15.29246 0.5 -0.7 0.8
C 20.20260 17.83564 14.44400 0.3 0.2 -0.1
C 19.80404 16.36616 14.23900 -0.1 0.4 -0.3
C 18.60222 16.26510 13.30124 -0.4 -1.0 -1.1
C 18.33648 14.89340 12.62912 0.0 -1.1 1.0
C 17.84739 13.83820 13.66638 -0.3 0.3 -0.6
H 22.21522 18.68818 14.81150 -0.2 0.2 0.0
H 21.95124 17.14052 15.53118 0.1 -0.3 -0.2
H 21.26734 18.47299 16.29203 -0.3 0.4 -0.1
H 19.35598 18.37930 14.86320 -0.1 0.0 0.0
H 20.41881 18.30300 13.48330 -0.3 -0.2 -0.3
H 19.57065 15.91116 15.20160 0.0 0.0 0.1
H 20.63747 15.80266 13.81952 0.2 0.0 0.0
H 17.68210 16.52228 13.82598 0.0 0.3 0.1
H 18.68448 16.90902 12.42562 0.3 0.7 0.3
H 17.64547 14.95864 11.78870 -0.5 0.4 0.3
H 19.19460 14.46774 12.10898 0.6 0.3 0.3
H 17.79066 12.82824 13.26034 0.3 -0.1 -0.1
H 18.47552 13.84394 14.55718 0.0 -0.1 -0.1
H 16.82154 14.03536 13.97758 -0.1 0.3 0.2
C 17.66448 10.80578 10.68184 -0.3 0.3 -0.1
C 16.34978 10.55772 11.42822 0.1 -0.5 0.1
C 15.44844 9.50069 10.72880 0.3 0.8 -0.2
C 14.02770 9.44304 11.19562 -1.5 0.4 1.4
C 13.03614 8.45144 10.61140 -0.1 -0.3 -0.6
C 11.66456 8.36560 11.30894 1.1 -0.4 0.4
H 18.25604 11.54948 11.21576 0.2 -0.1 0.1
H 17.50548 11.22602 9.68876 -0.2 -0.1 -0.1
H 18.25562 9.89793 10.56166 0.0 0.0 0.1
H 16.63662 10.28060 12.44262 -0.3 -0.4 0.2
H 15.80976 11.49458 11.56512 -0.1 0.0 -0.2
H 15.86794 8.49994 10.83198 0.3 0.0 -0.3
H 15.40538 9.83376 9.69182 0.3 -0.5 -0.4
H 14.00486 9.22020 12.26236 0.2 0.0 0.4
H 13.53676 10.41476 11.14246 0.2 0.5 -0.1
H 12.76496 8.68066 9.58086 0.5 0.1 -0.4
H 13.52450 7.47696 10.61416 -0.2 -0.3 -0.1
H 11.78846 8.13718 12.36752 0.0 0.3 0.2
H 11.11576 9.30034 11.19408 -0.2 -0.2 0.0
H 11.14500 7.49352 10.91194 -0.4 0.3 -0.2
C 13.98044 11.51910 14.81178 -0.1 0.1 -0.7
C 13.06718 12.56514 15.47116 -0.6 -0.4 -0.2
C 12.80674 13.78780 14.55844 -0.3 -1.0 -0.5
C 11.83926 13.55398 13.34806 0.7 -0.1 0.5
C 11.70878 14.78300 12.46632 -0.2 0.1 -0.5
C 10.69056 14.68444 11.28196 0.7 -0.1 0.7
H 14.11798 10.56900 15.32802 0.2 0.4 0.6
H 14.93154 11.95684 14.50862 0.4 0.0 0.5
H 13.62312 11.16148 13.84612 -0.7 0.3 -0.2
H 12.13482 12.08378 15.76630 -0.3 -0.1 -0.2
H 13.44502 12.89850 16.43770 0.5 0.1 -0.1
H 13.80220 13.99744 14.16700 0.0 0.7 -0.2
H 12.41196 14.62872 15.12864 0.2 0.1 0.1
H 12.27788 12.80258 12.69146 -0.2 -0.5 0.2
H 10.87098 13.20956 13.71122 -0.1 -0.1 0.0
H 11.51026 15.64662 13.10102 -0.2 0.2 -0.2
H 12.70642 14.93218 12.05336 0.1 0.3 -0.2
H 9.67264 14.88266 11.61762 0.0 0.1 -0.1
H 10.97996 15.34036 10.46093 -0.3 0.3 0.3
H 10.70062 13.69586 10.82292 0.0 -0.2 0.2
C 10.00924 11.93844 8.72258 -0.5 1.1 -0.1
C 10.18204 11.81320 7.19992 0.3 -1.7 0.7
C 10.49662 10.34346 6.81616 0.0 0.2 0.0
C 9.38346 9.39688 7.19552 -0.5 0.7 -0.2
C 9.50240 8.03294 6.55538 0.7 0.0 0.3
C 8.39404 7.09154 6.94102 -0.3 -0.2 -0.5
H 9.73169 12.95258 9.00996 0.3 0.4 -0.2
H 10.91728 11.71220 9.28150 0.0 -0.3 -0.1
H 9.14782 11.41162 9.13308 0.2 -0.6 -0.2
H 9.23558 12.01826 6.69964 0.1 0.6 -0.1
H 11.01376 12.42004 6.84206 -0.4 0.4 0.0
H 11.35584 9.91878 7.33528 0.5 0.5 0.0
H 10.71312 10.28232 5.74962 0.0 0.0 -0.2
H 9.33340 9.45126 8.28300 0.1 -0.9 0.2
H 8.42025 9.82670 6.92060 -0.3 0.1 -0.4
H 9.63898 8.13944 5.47924 -0.6 0.2 -0.2
H 10.45156 7.56554 6.81752 0.2 0.0 0.4
H 8.38430 6.22940 6.27418 0.2 -0.3 0.3
H 8.52506 6.80120 7.98344 -0.3 -0.2 -0.1
H 7.40508 7.52432 6.79020 0.0 0.3 0.3
```
Positions in Å, forces in eV/Å.

***

Among the records above, which one has the lowest energy relative to the best compared isomer or geometry (same formula, charge and spin)?
C25H57Br3

***

Among the records above, which one has the highest energy?
C25H57AuN11O

***

Among the records above, which one has the lowest max |F|?
C25H57AuN11O